Below is a molecular structure, C18H40N5OP3V at a distorted geometry, with properties calculated with the ωB97M-V functional and the def2-TZVPD basis.

```
! wB97M-V def2-TZVPD RIJCOSX def2/J DEFGRID3
* xyz 3 3
V 0.081 -0.423 0.009
P 0.565 -1.359 2.380
P -0.633 -2.480 -0.960
P -1.857 0.556 0.746
H 1.696 3.760 0.178
C 1.560 4.210 1.168
C 2.027 3.592 2.264
H 2.645 2.693 2.177
C 2.149 -2.234 2.425
C -0.582 -2.566 3.127
C 0.730 0.040 3.509
C -0.604 -2.481 -2.772
C 0.538 -3.817 -0.507
C -2.257 -3.205 -0.536
C -1.374 2.151 1.513
C -2.966 -0.185 2.004
C -3.064 1.105 -0.511
H 1.041 5.175 1.205
H 1.850 3.975 3.277
H 2.930 -1.564 2.048
H 2.119 -3.130 1.793
H 2.370 -2.516 3.463
H -0.565 -3.496 2.543
H -1.604 -2.173 3.136
H -0.245 -2.773 4.150
H 1.245 0.881 3.022
H 1.325 -0.277 4.378
H -0.253 0.385 3.854
H -1.323 -1.747 -3.157
H -0.851 -3.481 -3.155
H 0.398 -2.195 -3.119
H 0.436 -4.641 -1.225
H 0.337 -4.189 0.507
H 1.568 -3.440 -0.538
H -2.442 -4.077 -1.178
H -3.049 -2.463 -0.698
H -2.278 -3.520 0.516
H -2.200 2.862 1.385
H -0.475 2.563 1.041
H -1.169 2.020 2.582
H -3.917 0.364 1.982
H -2.535 -0.108 3.010
H -3.161 -1.238 1.768
H -4.068 1.164 -0.067
H -3.076 0.398 -1.349
H -2.774 2.090 -0.898
C -0.299 1.957 -2.557
C -0.272 1.061 -3.685
C -1.215 1.178 -4.694
C -2.105 2.259 -4.714
C -2.023 3.249 -3.726
C -1.099 3.152 -2.701
O 0.295 1.686 -1.452
H -0.280 -1.718 0.923
H 0.459 0.251 -3.661
H -1.246 0.421 -5.481
H -2.846 2.344 -5.512
H -2.691 4.112 -3.764
H -0.995 3.914 -1.930
N 5.343 0.686 0.588
N 4.296 0.077 -0.089
N 4.173 0.322 -1.418
C 2.873 0.071 -1.606
N 2.204 -0.169 -0.472
N 3.097 -0.074 0.539
H 6.174 0.665 0.009
H 5.465 0.257 1.497
H 2.406 0.092 -2.583
*
```

Properties
Energy above the lowest of the compared OMol25 structures with the same formula, charge and spin: 0.290 eV
Molar mass: 486.4 g/mol
<S²>: 2.2416
LUMO level (spin up / spin down): -10.80 / -10.63 eV

Mulliken population analysis, charges in e, atoms 1 to 4: V -0.2224; P 0.9874; P 1.2525; P 1.3598

Below is C4H9NO2 in the gas phase, with properties calculated with the ωB97M-V functional and the def2-TZVPD basis.

```
! wB97M-V def2-TZVPD RIJCOSX def2/J DEFGRID3
* xyz 0 1
C 0.914 -1.323 -1.561
C -0.028 -0.368 -0.838
O -1.194 -1.092 -0.540
C 0.637 0.172 0.429
N -0.011 1.319 1.074
C -1.232 1.355 1.668
O -2.210 0.704 1.340
H 1.828 -0.816 -1.892
H 0.410 -1.741 -2.437
H 1.191 -2.156 -0.905
H -0.246 0.493 -1.493
H -1.776 -0.514 -0.011
H 0.715 -0.656 1.145
H 1.659 0.494 0.201
H 0.592 2.095 1.279
H -1.248 2.035 2.540
*
```

Properties
Energy above the lowest of the compared OMol25 structures with the same formula, charge and spin: 0.916 eV
Molar mass: 103.1 g/mol
LUMO level: 0.66 eV
SMILES: C[C@@H](O)CNC=O

Mulliken population analysis, charges in e, atoms 1 to 4: C -1.4144; C 0.5490; O -0.5572; C -0.8452

Below is a molecular structure, C3H11NO at a distorted geometry, with properties calculated with the ωB97M-V functional and the def2-TZVPD basis.

```
! wB97M-V def2-TZVPD RIJCOSX def2/J DEFGRID3
* xyz 0 1
C -1.347 -0.071 -0.668
C -0.341 0.850 -1.188
N -2.119 0.313 0.380
H -1.699 0.923 1.067
H -2.784 -0.348 0.752
H -1.861 -0.714 -1.372
H -0.370 -1.397 -0.234
H 0.686 0.328 -1.011
H -0.471 1.045 -2.248
H -0.260 1.780 -0.619
C 1.986 -0.255 1.093
O 1.750 -0.717 -0.205
H 0.661 -1.379 -0.160
H 1.781 0.826 1.181
H 1.357 -0.762 1.845
H 3.031 -0.422 1.387
*
```

Properties
Energy above the lowest of the compared OMol25 structures with the same formula, charge and spin: 4.131 eV
Molar mass: 77.1 g/mol
LUMO level: 0.63 eV

Mulliken population analysis, charges in e, atoms 1 to 4: C -0.0329; C -0.8934; N -0.4650; H 0.1993

Below is C2H7N5 in the gas phase at a distorted geometry, with properties calculated with the ωB97M-V functional and the def2-TZVPD basis.

```
! wB97M-V def2-TZVPD RIJCOSX def2/J DEFGRID3
* xyz 0 1
C -0.263 -1.590 -0.377
C 0.869 -0.854 0.315
N -1.314 -0.964 -0.684
N 0.591 0.545 0.061
N -0.733 0.787 0.003
N 1.204 1.125 -1.137
N -1.268 0.864 1.227
H -0.253 -2.602 -0.581
H 0.829 -0.844 1.451
H 1.967 -0.989 0.208
H 1.045 2.110 -1.050
H 0.993 0.710 -2.068
H -1.776 0.049 1.544
H -1.891 1.652 1.088
*
```

Properties
Energy above the lowest of the compared OMol25 structures with the same formula, charge and spin: 5.426 eV
Molar mass: 101.1 g/mol
LUMO level: 0.98 eV

Mulliken population analysis, charges in e, atoms 1 to 4: C -0.0185; C -0.6025; N -0.5411; N 0.2006

Below is a molecular structure, C22H30AgBrClN5O2, with properties calculated with the ωB97M-V functional and the def2-TZVPD basis.

```
! wB97M-V def2-TZVPD RIJCOSX def2/J DEFGRID3
* xyz 0 1
Ag 1.692 -1.321 -1.022
C 1.090 -2.877 2.377
O 0.398 -1.825 1.722
C -0.945 -1.909 1.627
C -1.734 -2.793 2.336
C -3.118 -2.763 2.168
Br -4.189 -3.985 3.143
C -3.708 -1.875 1.312
C -2.907 -0.982 0.582
C -1.528 -1.000 0.723
O -0.693 -0.219 0.023
C -3.506 -0.038 -0.365
N -2.816 0.769 -1.129
C -3.758 1.483 -1.864
C -3.582 2.474 -2.828
C -4.713 3.022 -3.404
C -6.000 2.593 -3.040
C -6.191 1.607 -2.090
C -5.044 1.069 -1.514
N -4.853 0.091 -0.554
H 0.860 -2.892 3.446
H 2.146 -2.667 2.232
H 0.852 -3.839 1.919
H -1.292 -3.509 3.011
H -4.782 -1.887 1.196
H -1.229 0.312 -0.604
H -2.588 2.797 -3.109
H -4.609 3.794 -4.155
H -6.862 3.042 -3.515
H -7.184 1.275 -1.813
H -5.570 -0.426 -0.081
N 2.975 0.316 -2.738
C 4.420 0.270 -2.500
C 4.923 -1.156 -2.338
N 4.398 -1.780 -1.126
H 2.743 -0.095 -3.635
H 2.631 1.268 -2.744
H 4.626 0.826 -1.580
H 5.001 0.745 -3.298
H 6.017 -1.137 -2.384
H 4.581 -1.746 -3.193
H 4.821 -1.388 -0.294
H 4.548 -2.780 -1.117
Cl 1.081 -4.593 -0.877
C 0.950 -3.118 -2.019
H -0.098 -3.116 -2.314
H 1.519 -3.429 -2.894
C 0.622 2.420 2.471
C 2.120 2.098 2.423
C 2.591 1.539 3.771
C 2.932 3.340 2.038
C 2.323 1.058 1.390
N 2.377 0.242 0.588
H 0.449 3.189 3.225
H 0.041 1.534 2.731
H 0.268 2.788 1.508
H 2.456 2.302 4.539
H 3.646 1.263 3.737
H 2.011 0.658 4.051
H 2.792 4.107 2.801
H 2.602 3.742 1.079
H 3.996 3.109 1.970
*
```

Properties
Energy above the lowest of the compared OMol25 structures with the same formula, charge and spin: 0.197 eV
Molar mass: 619.7 g/mol
LUMO level: 0.41 eV

Mulliken population analysis, charges in e, atoms 1 to 4: Ag 0.5100; C -1.1117; O 0.1725; C 0.5043

Below is 3 unconnected molecules or ions with the total composition C2H10N2O3 at a distorted geometry, with properties calculated with the ωB97M-V functional and the def2-TZVPD basis.

```
! wB97M-V def2-TZVPD RIJCOSX def2/J DEFGRID3
* xyz 1 2
N 0.387 1.635 0.283
C -0.299 1.412 -0.991
C -0.126 -0.165 -1.330
N 1.123 -0.490 -1.711
O -0.954 -1.021 -1.086
H 0.169 2.594 0.545
H 0.000 0.998 0.962
H -1.366 1.553 -0.986
H 0.190 1.956 -1.797
H 1.963 -0.041 -1.294
H 1.388 -1.438 -1.955
H 1.641 -1.557 1.680
H 0.153 -1.257 1.752
O 0.789 -1.889 1.374
H -1.182 -0.549 0.976
H -2.297 -1.189 1.720
O -1.579 -0.554 1.857
*
```

Properties
Energy above the lowest of the compared OMol25 structures with the same formula, charge and spin: 1.333 eV
Molar mass: 110.1 g/mol
<S²>: 0.7569
LUMO level (spin up / spin down): -4.83 / -9.65 eV

Mulliken population analysis, charges in e, atoms 1 to 4: N -0.5090; C -0.4894; C 0.6783; N -0.3463

Below is a molecular structure, C7H21ClOP2Tl at a distorted geometry, with properties calculated with the ωB97M-V functional and the def2-TZVPD basis.

```
! wB97M-V def2-TZVPD RIJCOSX def2/J DEFGRID3
* xyz 1 1
Tl 0.084 0.496 -1.194
H 0.789 -1.513 1.792
H 0.053 -1.337 1.994
P 2.451 0.498 -0.105
P -2.362 -0.636 -0.731
C -3.668 0.621 -0.487
H -4.631 0.288 -0.883
H -3.819 0.866 0.573
H -3.379 1.548 -0.998
C -2.532 -0.991 -2.531
H -1.822 -1.807 -2.732
H -3.575 -1.266 -2.745
H -2.244 -0.060 -3.045
C -2.978 -2.176 0.018
H -3.078 -2.108 1.109
H -3.956 -2.468 -0.373
H -2.272 -2.989 -0.196
C 3.143 0.515 -1.861
H 4.244 0.697 -1.818
H 2.931 -0.471 -2.338
H 2.646 1.339 -2.428
C 3.023 2.079 0.533
H 2.802 2.109 1.605
H 4.103 2.191 0.384
H 2.497 2.900 0.033
C 3.509 -0.762 0.671
H 3.282 -1.755 0.251
H 4.574 -0.529 0.507
H 3.305 -0.768 1.752
C -0.619 2.022 1.029
O -0.797 3.005 1.622
H 0.433 -1.304 -1.182
Cl -1.842 0.042 1.945
*
```

Properties
Energy above the lowest of the compared OMol25 structures with the same formula, charge and spin: 0.000 eV
Molar mass: 423.0 g/mol
LUMO level (spin up / spin down): -6.38 / -6.61 eV

Mulliken population analysis, charges in e, atoms 1 to 4: Tl 0.7117; H -0.0857; H 0.0744; P 0.5898

Below is a molecular structure, C3H2MnO2 at a distorted geometry, with properties calculated with the ωB97M-V functional and the def2-TZVPD basis.

```
! wB97M-V def2-TZVPD RIJCOSX def2/J DEFGRID3
* xyz 0 6
O -0.517 1.541 -0.003
C -1.015 0.333 0.065
C -0.246 -0.787 -0.103
O 1.045 -0.400 -0.527
C 1.934 -0.569 0.525
Mn 1.434 1.486 -0.088
H -2.077 0.223 0.326
H -0.557 -1.826 -0.194
*
```

Properties
Energy above the lowest of the compared OMol25 structures with the same formula, charge and spin: 0.437 eV
Molar mass: 125.0 g/mol
<S²>: 9.1357
LUMO level (spin up / spin down): -0.91 / -0.80 eV

Mulliken population analysis, charges in e, atoms 1 to 4: O -0.7234; C 0.3087; C -0.4721; O -0.3112

Below is 2 unconnected molecules or ions with the total composition C10H16O at a distorted geometry, with properties calculated with the ωB97M-V functional and the def2-TZVPD basis.

```
! wB97M-V def2-TZVPD RIJCOSX def2/J DEFGRID3
* xyz 0 1
C 1.038 2.088 -1.956
C 0.507 0.654 -1.936
C -0.842 0.499 -1.599
C 1.372 -0.413 -2.047
C -1.386 -0.760 -1.391
C 0.837 -1.677 -1.744
C -0.485 -1.827 -1.380
O -0.814 -3.079 -0.923
H 1.676 2.263 -2.824
H 1.606 2.343 -1.061
H -1.380 1.430 -1.513
H 2.401 -0.382 -2.367
H -2.452 -0.849 -1.230
H 1.492 -2.535 -1.750
H -1.781 -3.182 -0.831
H 0.257 2.853 -1.977
C -0.680 -0.028 2.642
C -0.289 1.487 2.793
C 0.316 -0.809 1.814
H -0.843 -0.361 3.672
H -1.677 -0.057 2.197
H -0.811 2.147 2.106
H 0.036 -0.637 0.783
H 1.365 -0.604 2.029
H 0.792 1.500 2.670
H -0.493 1.822 3.809
H 0.237 -1.884 2.013
*
```

Properties
Energy above the lowest of the compared OMol25 structures with the same formula, charge and spin: 1.210 eV
Molar mass: 152.2 g/mol
LUMO level: 0.86 eV
SMILES: Cc1ccc(O)cc1.CCC

Mulliken population analysis, charges in e, atoms 1 to 4: C -1.4787; C 0.9044; C -0.7666; C -0.6590

Below is C4H7N3O2 in the gas phase at a distorted geometry, with properties calculated with the ωB97M-V functional and the def2-TZVPD basis.

```
! wB97M-V def2-TZVPD RIJCOSX def2/J DEFGRID3
* xyz 0 1
C 2.114 -0.794 0.044
C 0.777 -0.245 -0.165
C -0.999 1.167 0.059
C 0.436 1.068 -0.135
H 2.518 -0.263 1.000
H 2.725 -0.504 -0.758
H 2.318 -1.876 0.205
H -0.334 -1.934 0.409
H -3.283 -0.677 0.598
H -3.180 -0.104 -0.980
H 1.886 2.004 0.408
N -0.323 -1.128 -0.268
N -1.396 -0.212 0.056
N -2.675 -0.681 -0.239
O -1.846 2.057 0.100
O 1.263 2.121 -0.334
*
```

Properties
Energy above the lowest of the compared OMol25 structures with the same formula, charge and spin: 3.182 eV
Molar mass: 129.1 g/mol
LUMO level: 0.48 eV
SMILES: Cc1[nH]n(N)c(=O)c1O

Mulliken population analysis, charges in e, atoms 1 to 4: C -1.2349; C 0.6890; C 0.2070; C 0.1985

Below is a gas-phase ion, C6H14N3S (charge +1) at a distorted geometry, with properties calculated with the ωB97M-V functional and the def2-TZVPD basis.

```
! wB97M-V def2-TZVPD RIJCOSX def2/J DEFGRID3
* xyz 1 1
C 1.193 0.144 -0.241
C -1.409 0.479 -0.058
C -1.404 0.517 1.453
C -2.748 0.912 -0.582
C 3.236 1.239 0.380
C 1.138 -2.222 -0.546
N 2.390 0.063 0.163
N 0.522 -0.945 -0.599
N -0.930 -0.852 -0.657
S 0.018 1.595 -0.595
H -0.433 0.383 1.944
H -1.985 -0.230 1.887
H -1.636 1.498 2.013
H -2.817 1.013 -1.668
H -3.248 1.780 -0.010
H -3.603 0.069 -0.526
H 3.621 1.731 -0.550
H 4.136 1.102 1.156
H 2.643 2.052 0.902
H 0.929 -2.900 0.221
H 0.754 -2.770 -1.455
H 2.231 -2.065 -0.616
H -1.298 -1.763 -0.316
H -1.300 -0.828 -1.700
*
```

Properties
Energy above the lowest of the compared OMol25 structures with the same formula, charge and spin: 3.739 eV
Molar mass: 160.3 g/mol
LUMO level: -3.47 eV
SMILES: C/N=C1\SC(C)(C)[NH2+]N1C

Mulliken population analysis, charges in e, atoms 1 to 4: C 0.6287; C 0.6672; C -1.3117; C -1.3922

Below is a molecular structure, C42H37F2N9O4RuS, with properties calculated with the ωB97M-V functional and the def2-TZVPD basis.

```
! wB97M-V def2-TZVPD RIJCOSX def2/J DEFGRID3
* xyz -1 2
Ru 0.348 -0.905 0.930
C -1.343 3.098 1.177
C -1.248 1.717 1.283
N -0.282 1.051 0.660
C 0.614 1.776 -0.051
C 0.496 3.154 -0.136
N -0.477 3.821 0.476
C 1.709 0.991 -0.643
C 2.748 1.479 -1.410
C 3.789 0.640 -1.815
C 3.766 -0.675 -1.352
C 2.710 -1.127 -0.582
N 1.651 -0.323 -0.313
C 2.607 -2.437 0.073
C 3.534 -3.466 -0.052
N 3.386 -4.634 0.553
C 2.294 -4.780 1.308
C 1.358 -3.776 1.464
N 1.504 -2.607 0.840
C 4.900 1.145 -2.660
C 4.840 2.388 -3.289
C 5.903 2.819 -4.064
N 7.013 2.114 -4.267
C 7.070 0.926 -3.672
C 6.064 0.407 -2.875
H -2.128 3.631 1.700
H -1.949 1.136 1.863
H 1.214 3.738 -0.698
H 2.762 2.530 -1.653
H 4.569 -1.357 -1.584
H 4.418 -3.339 -0.663
H 2.162 -5.729 1.811
H 0.483 -3.888 2.090
H 3.973 3.027 -3.201
H 5.854 3.786 -4.551
H 7.975 0.351 -3.836
H 6.214 -0.562 -2.423
C -1.060 -4.721 -0.828
C -0.711 -3.967 -2.109
C 0.741 -3.491 -2.130
C -1.603 -2.786 -2.446
C -2.122 -2.773 -3.737
C -2.886 -1.723 -4.211
C -3.143 -0.664 -3.365
C -2.665 -0.649 -2.058
C -3.068 0.525 -1.193
C -4.581 0.573 -0.963
C -2.582 1.843 -1.797
C -1.868 -1.708 -1.570
N -1.454 -1.724 -0.200
C -2.425 -2.187 0.639
C -3.670 -2.750 0.266
C -4.567 -3.245 1.202
C -4.307 -3.202 2.564
C -3.109 -2.630 2.983
C -2.247 -2.153 2.034
F -1.073 -1.570 2.491
H -0.502 -5.661 -0.793
H -2.124 -4.952 -0.778
H -0.808 -4.140 0.053
H -0.829 -4.677 -2.934
H 0.822 -2.605 -1.504
H 1.041 -3.212 -3.142
H 1.426 -4.260 -1.765
H -1.913 -3.617 -4.385
H -3.272 -1.733 -5.223
H -3.749 0.164 -3.714
H -2.594 0.384 -0.228
H -5.122 0.658 -1.908
H -4.843 1.437 -0.348
H -4.929 -0.324 -0.450
H -3.123 2.078 -2.716
H -1.519 1.798 -2.041
H -2.741 2.670 -1.103
H -3.921 -2.802 -0.785
H -5.496 -3.676 0.847
H -5.012 -3.590 3.285
H -2.840 -2.525 4.026
F 2.886 4.875 3.003
C 1.571 4.986 3.250
C 0.917 4.055 3.955
N -0.428 4.145 4.222
C -1.079 3.135 5.066
C -0.516 1.704 4.820
O -0.515 0.945 5.789
O -0.144 1.513 3.632
C -1.179 5.181 3.728
O -2.381 5.297 3.893
N -0.469 6.111 2.986
C 0.892 6.147 2.711
O 1.390 7.061 2.086
H 1.419 3.171 4.320
H -2.130 3.137 4.780
H -1.009 3.407 6.119
H -1.019 6.872 2.617
S 1.738 -0.276 2.613
*
```

Properties
Energy above the lowest of the compared OMol25 structures with the same formula, charge and spin: 0.759 eV
Molar mass: 902.9 g/mol
<S²>: 0.7626
LUMO level (spin up / spin down): 1.01 / 1.02 eV

Mulliken population analysis, charges in e, atoms 1 to 4: Ru -0.8419; C -1.4605; C -0.4578; N 1.9387